Entry 1:
{
  "formula": "C2H14O4S",
  "method": "the ωB97M-V functional and the def2-TZVPD basis",
  "species": ["C", "S", "C", "H", "H", "H", "H", "H", "H", "H", "H", "O", "H", "H", "O", "H", "H", "O", "H", "H", "O"],
  "positions_angstrom": [[-0.491740, -0.836044, 1.882447], [-1.914103, -1.623796, 0.974938], [-2.346248, -3.060356, 2.032560], [-0.879380, 0.061141, 2.367369], [-0.148615, -1.402576, 2.745730], [0.243316, -0.671801, 1.110773], [-3.409424, -2.940737, 2.213015], [-1.738446, -3.237962, 2.906317], [-2.254306, -3.957920, 1.417733], [-1.077948, 0.812534, -0.386358], [-1.207908, 1.323903, -1.824311], [-0.610336, 1.339795, -1.052562], [2.119335, 0.679950, -0.483209], [1.990470, 2.102461, -0.955457], [2.650944, 1.475189, -0.629706], [-2.627201, 3.563279, -2.649340], [-3.349351, 2.387864, -1.992654], [-3.095972, 2.776187, -2.825516], [6.340002, 0.375159, -0.901229], [5.480516, 0.250872, -2.112954], [6.326389, 0.582866, -1.837583]],
  "atomic_forces_ev_per_a": [[-1.48, -0.07, 0.20], [0.86, -0.19, 0.94], [-0.53, -0.22, -1.37], [0.26, 0.34, -0.53], [0.25, -0.57, -0.50], [0.50, 0.26, 0.30], [0.03, -0.12, 0.67], [0.03, 0.53, 0.31], [0.10, 0.06, -0.03], [0.17, 0.18, -0.21], [0.42, 0.06, 0.33], [-0.57, -0.21, -0.17], [0.16, 0.20, -0.06], [0.14, -0.09, 0.06], [-0.35, -0.16, -0.02], [0.78, 1.34, 0.51], [-0.12, 0.09, 0.45], [-0.63, -1.47, -0.89], [0.13, 0.08, 0.19], [-0.67, -0.11, -0.35], [0.52, 0.07, 0.17]],
  "lowdin_charge": [-0.3881, 0.7115, -0.4127, 0.0267, 0.0335, 0.0016, 0.0149, 0.0326, 0.0207, 0.0010, 0.0358, -0.0631, 0.0169, 0.0252, -0.0689, 0.0165, 0.0290, -0.0277, 0.0300, 0.0162, -0.0516],
  "e_tot_ev": -21325.733,
  "charge": 0,
  "e_above_lowest_kj_mol": 123.5
}

Entry 2:
{
  "formula": "C2HF3I2",
  "method": "the ωB97M-V functional and the def2-TZVPD basis",
  "species": ["C", "C", "F", "F", "F", "I", "I", "H"],
  "positions_angstrom": [[-0.051302, 1.594418, -0.540348], [-1.210399, 2.036841, 0.333410], [-0.269381, 1.557876, -1.876186], [-1.678260, 3.290723, 0.254315], [-0.918197, 1.947275, 1.612140], [1.873672, 2.185339, -0.053697], [-3.020231, 0.787381, -0.085551], [-0.367772, -0.181479, -0.189775]],
  "atomic_forces_ev_per_a": [[-0.83, -4.71, -0.10], [-2.06, -0.02, -0.04], [-0.17, 0.78, 0.89], [0.48, 0.73, -1.31], [0.85, -1.10, 0.85], [0.05, 0.24, 0.06], [0.63, 0.35, 0.06], [1.05, 3.72, -0.41]],
  "lowdin_charge": [-0.8797, -1.0174, -0.0892, 0.0092, 0.0155, 0.9471, 0.8173, 0.1973],
  "e_tot_ev": -26440.105,
  "charge": 0,
  "e_above_lowest_kj_mol": 294.2
}

Entry 3:
{
  "formula": "C4H11NS",
  "method": "the ωB97M-V functional and the def2-TZVPD basis",
  "species": ["C", "C", "C", "S", "C", "N", "H", "H", "H", "H", "H", "H", "H", "H", "H", "H", "H"],
  "positions_angstrom": [[-0.125917, -1.048925, 0.058316], [-0.039520, -0.036624, -1.105623], [1.061311, 1.162637, -0.951165], [2.641479, 0.432209, -0.465724], [-0.523977, -0.276642, 1.353249], [-2.055309, -0.000319, 1.557983], [0.750436, -1.628029, 0.023927], [-1.019221, -1.847251, -0.051234], [-1.027349, 0.365074, -1.291448], [0.467841, -0.491298, -2.014205], [0.782375, 1.807418, -0.145794], [1.125314, 1.606216, -1.916716], [3.459647, 0.913121, -1.466506], [-0.136945, 0.680074, 1.443464], [-0.167879, -0.928103, 2.178286], [-2.548415, -0.802615, 2.068749], [-2.643872, 0.093057, 0.724441]],
  "atomic_forces_ev_per_a": [[-3.58, 0.67, -0.51], [2.32, -0.02, -0.95], [-1.55, -2.42, 0.88], [1.03, 0.12, -0.66], [-2.34, -2.83, 0.21], [0.19, -2.10, 0.85], [1.35, -0.58, 0.84], [1.92, 1.79, -0.29], [-0.06, 0.30, -0.45], [-1.49, -0.09, 0.74], [-0.21, 0.86, 0.06], [0.07, 0.71, -0.40], [-0.72, -0.25, 0.67], [1.28, 1.59, 0.04], [-0.49, 0.78, -0.04], [1.36, 1.39, -0.86], [0.92, 0.09, -0.10]],
  "lowdin_charge": [-0.2422, -0.2580, -0.5402, 0.6865, -0.2345, -0.0370, 0.0495, 0.1481, 0.0882, 0.1061, 0.0317, 0.0533, -0.1300, 0.0531, 0.1114, 0.0748, 0.0391],
  "e_tot_ev": -16650.387,
  "charge": 0,
  "e_above_lowest_kj_mol": 135.7
}

Entry 4:
{
  "formula": "C4H12OS",
  "method": "the ωB97M-V functional and the def2-TZVPD basis",
  "species": ["S", "C", "C", "C", "C", "H", "H", "H", "H", "H", "H", "H", "H", "H", "H", "O", "H", "H"],
  "positions_angstrom": [[-0.408339, 2.243477, -0.947923], [-1.908360, 2.754443, -1.876615], [-0.209401, -1.112274, 1.512205], [-0.964079, 0.718112, -0.109644], [0.177717, 0.035145, 0.633543], [-1.966610, 2.154231, -2.800172], [-1.922264, 3.822941, -2.149998], [-2.796487, 2.537604, -1.259513], [-0.791920, -1.799354, 0.875641], [-0.867970, -0.727204, 2.308840], [0.613949, -1.678356, 1.979374], [-1.366540, 0.099893, -0.935029], [-1.810935, 0.994918, 0.547360], [0.788263, 0.665687, 1.308150], [0.843093, -0.345620, -0.165038], [4.171158, -3.077432, 0.494008], [4.827057, -3.447534, -0.139296], [3.591669, -3.838679, 0.724106]],
  "atomic_forces_ev_per_a": [[0.16, 0.62, 0.05], [-0.26, -0.79, 0.00], [-1.44, -0.81, 0.01], [-0.99, 0.50, -0.19], [1.66, 0.15, -0.52], [-0.10, 0.30, 0.33], [0.38, -0.49, 0.35], [0.30, 0.18, -0.25], [0.04, -0.16, 0.57], [0.15, -0.39, -0.13], [-0.16, 0.49, -0.37], [0.21, -0.16, 0.66], [0.39, -0.22, -0.13], [-0.39, 0.51, -0.84], [0.06, 0.27, 0.46], [0.06, -1.16, -0.41], [-0.73, 0.37, 0.69], [0.66, 0.79, -0.28]],
  "lowdin_charge": [0.7541, -0.4204, -0.1380, -0.5348, -0.3680, 0.0277, 0.0338, 0.0312, 0.0763, 0.0782, 0.0778, 0.0815, 0.0803, 0.1113, 0.1098, -0.0916, 0.0461, 0.0445],
  "e_tot_ev": -17224.972,
  "charge": 0,
  "e_above_lowest_kj_mol": 55.2
}

Entry 5:
{
  "formula": "C11H44O11",
  "method": "the ωB97M-V functional and the def2-TZVPD basis",
  "species": ["C", "O", "H", "H", "H", "H", "C", "O", "H", "H", "H", "H", "C", "O", "H", "H", "H", "H", "C", "O", "H", "H", "H", "H", "C", "O", "H", "H", "H", "H", "C", "O", "H", "H", "H", "H", "C", "O", "H", "H", "H", "H", "C", "O", "H", "H", "H", "H", "C", "O", "H", "H", "H", "H", "C", "O", "H", "H", "H", "H", "C", "O", "H", "H", "H", "H"],
  "positions_angstrom": [[-3.969538, 2.005442, -2.501409], [-2.747534, 1.444065, -2.036216], [-4.754292, 1.655872, -1.858373], [-4.208460, 1.823602, -3.579192], [-3.826232, 3.110290, -2.507712], [-2.033720, 1.465414, -2.747255], [2.865220, -3.570894, -2.239950], [1.922899, -2.546576, -2.088634], [2.973305, -4.288625, -1.406779], [3.893849, -3.162806, -2.384570], [2.684340, -4.132123, -3.121681], [2.237541, -1.762632, -2.515324], [-0.273124, -0.111865, -4.175539], [-0.955708, 1.124853, -4.009095], [-0.514735, -0.782777, -3.335108], [0.761760, 0.099278, -4.194182], [-0.606365, -0.561545, -5.145992], [-0.822094, 1.598118, -4.812476], [2.254376, -1.032203, 0.934069], [1.562033, -2.230403, 0.570811], [1.823906, -0.220171, 0.409081], [3.279116, -1.095214, 0.622227], [2.122988, -0.927225, 1.970172], [1.841493, -2.508204, -0.324694], [1.381574, 2.006662, -1.832631], [2.278936, 2.944718, -1.303989], [1.537203, 1.016824, -1.425805], [1.506325, 1.915756, -2.876410], [0.344034, 2.346552, -1.711734], [3.085568, 3.046887, -1.892922], [-3.791864, 0.269573, 1.396792], [-2.617473, 0.269993, 2.214735], [-4.193535, -0.743355, 1.254355], [-3.509159, 0.606273, 0.396013], [-4.586947, 0.920697, 1.806197], [-1.994623, -0.311791, 1.754246], [0.725228, 1.585320, 1.889004], [0.195303, 2.450433, 2.831554], [1.691828, 1.263266, 2.217268], [0.934958, 2.107392, 0.934593], [0.052794, 0.768536, 1.837264], [-0.150534, 3.183667, 2.354040], [2.998381, -4.325541, 2.720562], [2.139024, -3.253132, 3.092840], [3.677884, -3.973839, 1.900163], [2.411146, -5.107105, 2.339643], [3.576336, -4.650239, 3.596649], [1.626497, -3.166325, 2.280603], [-1.842196, 3.298381, 0.370312], [-1.207713, 4.287117, 1.170556], [-2.643256, 2.738022, 0.828873], [-1.070134, 2.636608, 0.097554], [-2.256617, 3.607357, -0.563564], [-0.301433, 4.448973, 0.852667], [-0.999131, -0.543795, -0.650442], [-0.957269, -1.264983, 0.530020], [-1.953679, -0.805220, -1.075481], [-0.154360, -0.772122, -1.295648], [-0.958584, 0.523264, -0.438769], [-0.065646, -1.697330, 0.587643], [-0.121625, -0.880198, 4.077600], [-0.113879, 0.466807, 4.514671], [-0.903308, -1.410031, 4.637511], [0.872404, -1.293052, 4.239659], [-0.337729, -0.969382, 3.007823], [0.184249, 1.064697, 3.813806]],
  "atomic_forces_ev_per_a": [[1.42, 1.27, -1.30], [0.66, -0.29, -0.99], [-0.43, 0.10, 0.21], [0.17, -0.59, 0.74], [-0.70, -0.39, 0.50], [-1.47, 0.01, 1.00], [2.46, -0.23, -0.17], [-0.76, -0.41, 0.87], [-0.71, 0.67, 0.00], [-0.59, -0.08, 0.23], [-0.45, -0.69, -0.86], [0.27, 0.60, -0.36], [-1.52, -0.69, -0.57], [-0.04, -0.43, 0.66], [0.00, 0.37, -0.49], [1.39, -0.14, -0.09], [0.44, 0.02, 0.86], [-0.04, 0.82, -0.78], [-0.10, -1.10, -1.20], [0.14, -0.51, -0.13], [-0.55, 1.08, -0.41], [0.77, -0.08, 0.25], [0.18, 0.28, 1.32], [-0.41, 0.39, 0.27], [-0.41, 0.21, 0.00], [1.78, 0.75, -0.55], [-0.16, -0.32, 0.46], [0.17, -0.10, -1.46], [0.30, -0.17, 0.39], [-1.68, -0.33, 1.15], [0.38, -0.15, -0.20], [-0.83, 0.14, -0.11], [-0.07, 0.08, 0.29], [-0.29, 0.28, -0.15], [0.63, -0.29, 0.01], [0.09, -0.09, 0.12], [0.84, 0.88, -0.89], [0.65, 0.61, 0.86], [0.66, -0.42, 0.37], [-0.40, -0.49, 0.12], [-0.45, -1.11, -0.90], [-1.09, 1.13, -0.10], [1.20, 1.61, 0.20], [0.17, -0.51, -0.08], [-0.15, -0.42, 0.66], [-0.64, -1.49, -0.44], [-0.15, 0.11, -0.37], [-0.35, 0.61, 0.14], [0.43, -0.19, -0.30], [-0.06, 0.61, 0.40], [0.12, 0.17, 0.97], [0.61, -1.43, -0.38], [-0.23, 1.11, -0.67], [-0.74, -0.05, -0.22], [-0.24, 0.45, -0.07], [1.24, -1.15, 1.24], [-0.17, 0.34, -0.90], [0.03, -0.27, -0.27], [-0.19, 0.21, -0.13], [-0.80, 0.19, 0.21], [0.16, 0.51, 0.03], [-0.08, -0.17, 0.15], [0.37, -0.02, -0.15], [-0.04, -0.56, 0.17], [-0.18, -0.05, 0.06], [-0.51, -0.19, 0.76]],
  "lowdin_charge": [-0.1508, -0.1910, 0.0690, 0.0823, 0.0768, 0.0521, -0.1386, -0.1102, 0.0978, 0.1010, 0.0667, 0.0825, -0.1074, -0.1254, 0.0781, 0.0525, 0.1063, 0.0872, -0.0831, -0.1577, 0.0441, 0.0970, 0.0641, 0.0505, -0.1802, -0.1192, 0.0559, 0.0529, 0.0824, 0.1173, -0.1546, -0.1286, 0.0803, 0.0450, 0.0879, 0.0159, -0.1661, -0.0836, 0.0844, 0.0876, 0.0520, 0.0359, -0.1497, -0.1397, 0.0825, 0.0555, 0.0855, 0.0344, -0.1252, -0.1016, 0.0835, 0.0244, 0.0620, 0.0958, -0.1681, -0.1408, 0.0865, 0.0576, 0.0598, 0.0547, -0.1545, -0.1178, 0.0913, 0.0626, 0.0464, 0.0063],
  "e_tot_ev": -34637.106,
  "charge": 0,
  "e_above_lowest_kj_mol": 317.9
}

Entry 6:
{
  "formula": "C3H2CaO3",
  "method": "the ωB97M-V functional and the def2-TZVPD basis",
  "species": ["C", "C", "O", "C", "O", "O", "H", "Ca", "H"],
  "positions_angstrom": [[1.408958, -1.321973, 0.498953], [0.655329, -1.193048, -0.545987], [-0.079297, -0.481297, -1.176801], [-0.846149, 1.954090, 0.320778], [-0.069807, 2.067537, 1.190493], [-1.746309, 1.575378, -0.334084], [1.682302, -2.297734, 0.895591], [-2.343786, 0.021316, -2.008812], [1.338759, -0.324269, 1.159869]],
  "atomic_forces_ev_per_a": [[-0.17, -0.06, 1.60], [-1.17, 3.96, 0.93], [0.37, -2.05, -1.00], [0.72, -1.43, 3.27], [-1.15, 0.62, -2.50], [0.45, 1.10, -0.56], [0.45, 0.53, -0.03], [0.07, -0.21, -0.17], [0.43, -2.46, -1.55]],
  "lowdin_charge": [0.0549, -0.2058, -0.1274, -0.3359, 0.2625, -0.0461, 0.0828, 1.1615, 0.1535],
  "s2": 0.75,
  "e_tot_ev": -27715.911,
  "charge": 1,
  "e_above_lowest_kj_mol": 0.0,
  "spin_multiplicity": 2
}

Entry 7:
{
  "formula": "C6H8F3NO",
  "method": "the ωB97M-V functional and the def2-TZVPD basis",
  "species": ["C", "C", "C", "C", "C", "C", "N", "O", "F", "F", "F", "H", "H", "H", "H", "H", "H", "H", "H"],
  "positions_angstrom": [[-1.116490, -0.003433, -1.320127], [-0.837554, -1.275732, -0.514855], [-0.068158, -0.822342, 0.861653], [0.874726, 0.331273, 0.629024], [0.638297, 1.625459, 0.917316], [2.205219, -0.025970, -0.042459], [-1.931153, 0.906636, -1.032136], [-2.841924, 0.756155, 0.064843], [3.135444, 0.864148, 0.321279], [2.659958, -1.262525, -0.014516], [2.135527, 0.211105, -1.439524], [-0.424989, 0.227034, -2.082228], [-1.878176, -1.645738, -0.448354], [-0.337057, -2.044488, -1.129846], [-0.715432, -0.326244, 1.560572], [0.368910, -1.639667, 1.343972], [-0.402292, 1.871089, 1.006560], [-2.737356, -0.204249, 0.479734], [1.272499, 2.457494, 0.839090]],
  "atomic_forces_ev_per_a": [[0.73, -1.32, 1.46], [-0.69, 1.10, 0.17], [-1.69, 1.51, -2.39], [1.87, -0.29, -0.34], [-1.25, -2.22, -0.83], [-0.19, 2.17, -2.19], [-1.52, 0.85, 0.44], [1.42, -2.93, 0.22], [0.65, -0.52, 0.66], [-0.03, -0.43, 1.16], [-0.75, -0.20, 0.97], [0.44, 0.47, -1.06], [0.51, -0.51, 1.06], [0.24, 0.62, 0.48], [-1.11, -0.46, 0.28], [0.90, -1.23, 0.58], [-0.45, 0.14, 0.88], [-0.24, 2.71, -1.22], [1.17, 0.54, -0.32]],
  "lowdin_charge": [-0.2052, -0.1023, -0.0931, -0.2042, 0.1329, -0.5464, 0.0021, -0.0992, 0.1290, 0.1677, 0.0566, 0.0993, 0.0983, 0.1131, 0.0971, 0.0925, 0.0712, 0.1199, 0.0708],
  "e_tot_ev": -18038.603,
  "charge": 0,
  "e_above_lowest_kj_mol": 147.7
}

Entry 8:
{
  "formula": "C2H2OS2",
  "method": "the ωB97M-V functional and the def2-TZVPD basis",
  "species": ["C", "C", "O", "S", "S", "H", "H"],
  "positions_angstrom": [[0.657705, -1.473651, 0.659661], [-0.404997, 0.197962, -0.091531], [0.750947, -2.489541, 0.112911], [-1.490569, 0.841719, 0.928436], [0.312158, 0.816408, -1.613599], [0.876255, -1.272003, 1.695030], [-0.642908, 1.682788, -2.176360]],
  "atomic_forces_ev_per_a": [[-1.95, 2.31, -1.34], [1.44, -0.57, 0.76], [0.16, -0.47, -0.69], [0.68, -0.71, -0.94], [-1.11, -0.36, 0.37], [0.13, 0.57, 0.80], [0.64, -0.77, 1.04]],
  "lowdin_charge": [-0.1503, -1.1446, 0.0952, 0.5702, 0.6383, 0.0887, -0.0975],
  "e_tot_ev": -25821.296,
  "charge": 0,
  "e_above_lowest_kj_mol": 236.0
}